(1)
Molecular formula: H80O40
Method: DFT, ωB97M-V/def2-TZVPD

E_LUMO, eV: -0.6
E_tot, Ha: -3057.4532
Total charge: 0

Each line ends with the Löwdin charge.
Cartesian coordinates (Å):
H1 3.980732 -2.510782 -0.146092  -0.02
H2 5.228943 -1.800326 -0.713949  0.03
O1 4.611102 -2.513908 -0.877426  -0.07
H3 -1.169378 -4.703398 -3.270494  0.02
H4 -1.412688 -3.171339 -3.214091  0.04
O2 -1.050764 -3.938193 -2.716314  -0.09
H5 0.498766 2.372233 3.189014  -0.02
H6 1.004670 3.210116 1.958097  0.01
O3 1.274272 2.739683 2.758431  -0.04
H7 -0.749156 -2.720622 -5.420487  0.04
H8 -2.352567 -3.061452 -5.452925  0.06
O4 -1.518730 -3.106755 -4.987953  -0.04
H9 -1.985488 1.860423 -5.625646  0.07
H10 -1.087513 0.669831 -5.685209  0.04
O5 -1.527228 1.241403 -5.038761  -0.05
H11 2.714873 2.717442 5.745914  0.06
O6 2.343122 1.978038 6.239147  -0.03
H12 -0.974506 0.075441 5.277796  -0.03
O7 -1.729327 -0.306369 5.733046  -0.04
H13 0.320035 -1.549282 4.559784  0.01
H14 1.784861 -1.420546 4.347032  0.04
O8 1.050659 -0.957273 4.775228  -0.02
H15 -4.457531 -0.380028 0.056472  0.03
H16 -3.421929 0.369360 0.870422  0.04
O9 -3.833963 0.353215 0.001955  -0.06
H17 -1.504350 -1.175502 -0.071616  0.02
H18 -0.174990 -0.878182 0.841407  -0.01
O10 -0.560684 -1.165071 0.025670  -0.03
H19 3.101380 1.677168 -4.574263  -0.02
H20 4.340018 0.925552 -4.098578  0.03
O11 3.592349 0.833420 -4.694039  -0.07
H21 -0.804410 -5.226080 -0.442357  0.03
O12 -0.004349 -5.623575 -0.077156  -0.05
H22 5.209138 1.592537 2.421590  0.05
H23 5.575575 2.994923 1.982517  0.05
O13 4.853059 2.358012 1.953416  -0.04
H24 2.106745 -4.091944 2.371427  0.06
H25 0.699540 -4.329349 3.270051  0.08
O14 1.401686 -3.772287 2.942995  -0.06
H26 -0.313568 0.460050 2.357878  0.02
H27 -1.312951 0.877455 3.554018  0.02
O15 -1.024522 1.029730 2.652895  -0.02
H28 4.597918 -3.250895 3.216842  0.03
H29 3.250249 -3.235867 3.906918  -0.01
O16 4.203125 -3.238344 4.097330  -0.06
H30 0.333498 -5.760479 -2.718247  -0.01
H31 1.417728 -5.171794 -3.666341  0.01
O17 0.807116 -5.901792 -3.537186  -0.03
H32 -0.789582 -2.495543 1.666567  0.03
H33 0.141014 -2.462446 2.932282  -0.02
O18 -0.765436 -2.406471 2.629538  -0.06
H34 -5.749146 -2.218426 1.838586  0.01
O19 -6.032240 -2.416682 2.734012  -0.07
H35 0.687760 1.701905 5.444393  0.02
H36 -0.119507 2.543020 4.664386  0.03
O20 -0.278396 1.841497 5.302817  -0.06
H37 -3.413026 -2.237851 1.520965  0.06
O21 -2.785550 -1.519555 1.376514  -0.08
H38 3.241299 -1.811328 1.952208  0.05
H39 2.264600 -2.616531 1.014925  0.05
O22 3.111755 -2.635188 1.473874  -0.05
H40 -0.723026 1.789711 -0.663147  0.01
H41 -2.185584 1.839598 -0.750539  0.01
O23 -1.412278 2.375013 -0.990919  -0.05
H42 -1.020234 3.667317 1.288711  0.01
H43 -1.793838 4.805843 1.213585  0.05
O24 -0.862634 4.614141 1.446397  -0.06
H44 3.935977 2.381498 -1.172541  0.08
H45 3.689537 1.854640 0.235579  0.03
O25 3.263593 1.943926 -0.635301  -0.06
H46 -4.375042 -0.938881 4.754039  0.07
H47 -2.986357 -1.567674 4.306762  0.01
O26 -3.906040 -1.448452 4.095511  -0.03
H48 -2.212905 4.331004 -3.392438  0.03
H49 -3.780530 4.214393 -3.281479  0.05
O27 -2.999456 4.676695 -2.967688  -0.06
H50 -4.113393 4.411629 -0.380727  -0.02
H51 -3.534752 5.432640 -1.457186  -0.01
O28 -4.183481 5.301533 -0.747965  -0.10
H52 2.807395 -4.222277 -3.410876  0.01
H53 4.071362 -3.536757 -3.039386  0.02
O29 3.643150 -3.903727 -3.830300  -0.07
H54 0.511032 -3.083626 -1.704437  0.03
H55 1.052263 -3.577877 -0.483813  0.02
O30 1.142783 -3.760148 -1.428302  -0.07
H56 -5.759316 3.271813 0.997624  0.05
H57 -4.715184 2.080105 0.294353  -0.02
O31 -5.244640 2.867024 0.314119  -0.04
H58 -3.038470 1.110257 -3.930532  -0.03
O32 -3.836395 1.333200 -3.442814  -0.06
H59 -0.003917 5.555821 -1.477526  0.04
H60 0.178600 6.020795 -2.900913  0.06
O33 -0.013827 5.222860 -2.388750  -0.03
H61 -5.421922 -2.033390 3.387427  -0.01
H62 2.608314 1.151150 5.819262  0.05
H63 -2.491453 -1.313209 2.268864  0.02
H64 -1.677378 -1.258819 5.689618  0.03
H65 0.434037 -5.900743 -0.874574  0.01
H66 -3.659112 0.834319 -2.637288  0.01
O34 2.376992 3.176501 -4.291536  -0.03
H67 1.718859 2.511706 -4.055473  0.06
H68 2.316067 3.974274 -3.772301  0.05
O35 3.136739 -0.694675 -1.810307  -0.06
H69 2.993566 -0.860531 -2.746524  0.03
H70 2.803572 0.170391 -1.551295  0.00
O36 2.414667 5.235460 0.036788  -0.03
H71 1.971562 5.278055 -0.818578  0.01
H72 2.710676 6.146639 0.151288  0.06
O37 0.807012 -1.009994 -5.672733  -0.04
H73 0.625164 -0.700472 -4.778902  0.04
H74 1.555513 -1.614356 -5.612254  0.05
O38 0.892121 3.022075 -0.274269  -0.08
H75 1.794047 3.273826 -0.095755  -0.01
H76 0.580781 3.823669 -0.700440  0.00
O39 -4.525365 -2.470559 -0.947674  -0.05
H77 -3.955768 -3.249980 -1.061836  0.05
H78 -4.810789 -2.521405 -1.878263  0.06
O40 2.296017 0.228740 1.266362  -0.03
H79 2.445885 0.237576 0.320926  0.01
H80 1.621692 0.860715 1.541138  0.01

Cartesian forces (eV/Å) of the 2 atoms listed first:
H 0.238 0.121 -0.057
H -0.123 0.141 -0.024

***

(2)
Molecular formula: H80O40
Method: DFT, ωB97M-V/def2-TZVPD

E_LUMO, eV: -0.6
E_tot, Ha: -3057.4739
Total charge: 0

Each line ends with the Löwdin charge.
Cartesian coordinates (Å):
H1 4.668275 -2.775600 0.428948  0.00
H2 3.205587 -3.415864 0.143831  0.00
O1 4.158862 -3.541773 0.135266  -0.05
H3 0.289171 4.802045 3.456834  0.10
H4 0.165036 3.631610 2.548690  0.02
O2 0.826189 4.300344 2.815180  -0.04
H5 -2.002081 1.659171 -4.131731  0.01
H6 -1.294448 2.643722 -4.893537  0.01
O3 -1.497879 1.683553 -4.965835  -0.09
H7 -4.729854 2.055335 -0.823157  0.04
H8 -3.743696 0.896062 -1.216514  0.00
O4 -3.874684 1.668556 -0.615000  -0.09
H9 3.320993 -0.955241 2.145603  0.03
H10 2.163621 -1.416238 1.277453  0.04
O5 2.362541 -0.816558 2.006366  -0.06
H11 -4.383140 0.606853 3.697441  0.02
O6 -3.627938 0.728485 4.287703  -0.06
H12 1.803065 -2.069152 4.325632  0.07
O7 0.857787 -2.304036 4.536574  -0.08
H13 0.262059 -3.514895 2.284116  0.05
H14 -0.017275 -4.950075 2.735519  0.05
O8 0.687268 -4.392474 2.392422  -0.06
H15 3.035116 3.842109 2.013928  0.03
H16 4.477621 4.216412 2.777752  0.07
O9 3.926714 3.617248 2.283027  -0.03
H17 -1.579775 0.456833 -1.697099  0.05
H18 -2.250458 1.799795 -1.772813  0.01
O10 -1.888506 1.120469 -2.363430  -0.07
H19 -3.649474 3.897458 -0.677205  -0.01
H20 -4.624390 4.973607 -0.660861  0.05
O11 -4.475107 4.138854 -1.124026  -0.07
H21 -1.957257 4.329606 -2.493029  0.02
O12 -1.638501 4.999164 -3.114021  -0.04
H22 -2.997446 -2.141467 -5.576766  0.06
H23 -4.091519 -2.412664 -4.601946  0.05
O13 -3.246135 -1.957452 -4.656940  -0.05
H24 4.293237 0.735957 -0.679177  0.05
H25 4.214492 -0.277617 -1.744975  0.09
O14 3.869271 -0.119129 -0.849487  -0.05
H26 -3.813865 -0.754820 -2.821957  0.02
H27 -4.478290 -1.087710 -1.444033  0.05
O15 -4.361124 -0.390904 -2.120969  -0.04
H28 4.599212 2.961332 -0.143615  0.02
H29 4.049592 3.615623 -1.454719  0.04
O16 4.505867 2.847535 -1.101598  -0.06
H30 -1.014928 1.950504 2.246571  0.01
H31 -2.016819 2.505466 1.390253  0.04
O17 -1.522176 2.782606 2.177330  -0.06
H32 0.241674 4.275093 -4.362229  0.05
H33 0.068960 3.090356 -3.341166  0.03
O18 0.318567 3.328542 -4.240473  -0.05
H34 -1.086502 -3.754917 0.151759  0.01
O19 -0.200836 -3.438723 -0.030078  -0.04
H35 0.561856 1.892896 1.727403  0.03
H36 1.155444 0.485171 1.858433  0.04
O20 0.309769 0.964774 1.689995  -0.08
H37 2.527595 -1.343115 -1.111366  0.02
O21 1.949971 -1.727872 -1.786398  -0.07
H38 -3.530417 -1.420215 2.730670  0.03
H39 -5.066745 -1.491681 3.269127  0.06
O22 -4.447099 -1.139945 2.631430  -0.05
H40 1.909857 2.475062 -0.513125  0.04
H41 1.152541 3.831537 -0.674662  0.02
O23 1.985169 3.377007 -0.853578  -0.05
H42 -3.526472 -1.597208 5.165941  0.03
H43 -3.285060 -2.753686 4.307194  -0.01
O24 -3.649047 -2.564929 5.168106  -0.06
H44 2.505283 -3.648885 3.270770  0.00
H45 3.978610 -3.668896 2.618586  0.03
O25 3.352448 -3.211407 3.176832  -0.05
H46 -1.309492 4.540753 -0.335567  0.03
H47 -1.385228 2.779144 -0.445430  0.04
O26 -1.690613 3.662339 -0.248396  -0.05
H48 1.600299 -0.299301 -4.650841  0.04
H49 1.905714 0.443387 -3.250249  0.06
O27 2.202081 -0.241126 -3.865373  -0.05
H50 0.550958 6.573311 0.852585  0.06
H51 0.776309 5.200253 1.502599  0.01
O28 0.340447 5.647458 0.707639  -0.09
H52 -0.565009 -1.577174 3.863712  0.03
H53 -1.617309 -2.681716 4.210871  0.05
O29 -1.524488 -1.710879 4.102642  -0.10
H54 -0.283912 0.037192 -5.267855  0.04
H55 -0.533800 -1.343732 -4.938837  0.03
O30 0.154443 -0.838368 -5.382717  -0.04
H56 0.449514 -1.416123 -1.735779  0.01
H57 -0.866928 -1.361038 -2.782236  0.05
O31 -0.535476 -1.214907 -1.890543  -0.10
H58 1.471328 -5.154865 -0.903182  0.05
O32 1.995791 -5.177008 -0.091805  -0.07
H59 5.367665 -0.143039 1.429935  0.00
H60 4.685486 -1.088156 0.312780  0.01
O33 4.997824 -1.030774 1.244198  -0.11
H61 -0.224235 -2.603278 -0.482060  -0.02
H62 -3.009374 0.882038 3.561161  0.02
H63 2.111765 -1.349670 -2.710109  0.03
H64 0.605661 -2.116648 5.463695  0.09
H65 -1.640778 4.547953 -3.959586  0.03
H66 2.498360 -5.982075 -0.283651  0.07
O34 -5.154260 -2.717005 -0.000501  -0.08
H67 -5.162029 -2.127547 0.793453  0.02
H68 -4.752958 -3.332435 0.641962  0.02
O35 -0.657669 -1.144437 0.912325  -0.07
H69 -0.775629 -0.370231 1.494038  0.02
H70 -0.530268 -0.908282 -0.014605  0.00
O36 4.672525 -3.300428 -3.590785  -0.06
H71 4.812889 -3.718713 -2.722780  0.03
H72 4.082410 -2.612836 -3.235057  0.01
O37 -2.929248 -4.858621 0.252368  -0.05
H73 -2.414360 -4.652130 -0.539949  0.04
H74 -3.377163 -5.616679 -0.171330  0.08
O38 0.049566 -6.769049 0.961147  -0.07
H75 -0.710576 -6.301181 0.592624  0.01
H76 0.434630 -5.997330 1.402227  -0.02
O39 5.551026 1.459088 1.954751  -0.04
H77 6.107805 1.507019 2.740685  0.07
H78 4.773049 1.996978 2.182296  0.02
O40 -1.648731 7.089507 -0.911140  -0.05
H79 -1.188995 6.582817 -0.245062  -0.02
H80 -1.899447 6.675917 -1.739392  0.01

Cartesian forces (eV/Å) of the 2 atoms listed first:
H -0.504 -0.231 0.294
H -0.089 -0.035 0.144

***

Number 1: maximum force 2.934 eV/A. Number 2: maximum force 2.543 eV/A.